(1)
Formula: C66H144BF4N6
Source: the OMol25 dataset
Level of theory: wB97M-V/def2-TZVPD

Multiplicity = 1
Total charge = +5
Strongest force on any atom = 3.9 eV Å⁻¹
Frontier orbital gap = 10.173 eV
Total energy = -91222.208 eV
Relative energy (zero: lowest compared OMol25 entry of this formula, charge and spin) = 0.00 kJ/mol

```
221
Properties=species:S:1:pos:R:3:lowdin_charge:R:1
B -0.207 0.135 -0.628 -1.387
F -0.315 0.321 -1.950 0.190
F -1.352 0.506 0.058 0.115
F 0.150 -1.195 -0.269 0.084
F 0.766 0.998 -0.081 0.074
C 0.327 -5.758 -1.709 -0.118
C -1.175 -5.860 -1.570 -0.220
C -1.768 -4.419 -1.761 -0.168
C -3.282 -4.342 -1.926 -0.108
N -3.830 -2.910 -2.026 -0.179
C -5.386 -2.948 -2.059 -0.057
C -5.904 -2.155 -3.312 -0.137
C -4.705 -1.391 -3.795 -0.166
C -3.486 -2.174 -3.372 -0.059
C -3.300 -2.026 -0.830 -0.060
C -3.712 -2.620 0.598 -0.181
C -3.278 -1.721 1.771 -0.088
H 0.732 -5.489 -2.684 0.094
H 0.817 -6.707 -1.487 0.058
H 0.610 -5.125 -0.868 0.046
H -1.568 -6.269 -0.639 0.113
H -1.465 -6.526 -2.382 0.117
H -1.364 -3.886 -2.622 0.113
H -1.548 -4.011 -0.775 0.092
H -3.786 -4.745 -1.047 0.131
H -3.579 -4.774 -2.881 0.142
H -5.875 -2.678 -1.123 0.122
H -5.704 -3.981 -2.201 0.128
H -6.699 -1.470 -3.016 0.125
H -6.289 -2.814 -4.090 0.126
H -4.795 -0.466 -3.226 0.105
H -4.936 -1.133 -4.828 0.137
H -2.571 -1.606 -3.198 0.121
H -3.295 -3.049 -3.993 0.134
H -3.622 -1.020 -1.096 0.128
H -2.227 -1.918 -0.982 0.095
H -3.297 -3.619 0.730 0.095
H -4.783 -2.804 0.673 0.102
H -3.946 -0.870 1.909 0.080
H -2.230 -1.502 1.570 0.051
H -3.284 -2.218 2.741 0.073
C 2.634 2.909 -4.810 -0.067
C 2.193 3.080 -3.289 -0.203
C 3.317 3.845 -2.505 -0.174
C 2.799 4.047 -1.097 -0.120
N 3.769 4.913 -0.204 -0.187
C 3.017 5.300 1.065 -0.106
C 4.001 5.219 2.240 -0.102
C 5.361 4.680 1.619 -0.114
C 4.990 4.019 0.284 -0.050
C 4.271 6.162 -0.978 -0.099
C 3.244 7.182 -1.519 -0.210
C 3.842 8.125 -2.578 -0.063
H 3.452 2.213 -4.997 0.070
H 2.859 3.871 -5.271 0.077
H 1.764 2.573 -5.374 0.066
H 1.739 2.216 -2.803 0.086
H 1.378 3.802 -3.235 0.083
H 3.528 4.832 -2.915 0.105
H 4.202 3.208 -2.502 0.117
H 2.486 3.187 -0.505 0.121
H 1.900 4.664 -1.104 0.117
H 2.765 6.349 0.912 0.116
H 2.084 4.749 1.186 0.114
H 4.215 6.223 2.608 0.124
H 3.477 4.614 2.979 0.093
H 6.092 5.478 1.484 0.119
H 5.764 4.003 2.373 0.117
H 5.699 3.881 -0.532 0.134
H 4.567 3.040 0.514 0.108
H 4.932 5.688 -1.704 0.128
H 4.894 6.639 -0.220 0.138
H 2.690 7.648 -0.704 0.111
H 2.550 6.577 -2.102 0.089
H 4.685 8.684 -2.171 0.091
H 3.090 8.759 -3.048 0.090
H 4.190 7.539 -3.429 0.081
C -8.356 4.976 -4.634 -0.100
C -6.900 4.864 -4.971 -0.297
C -5.972 5.358 -3.917 -0.172
C -4.419 5.001 -4.158 -0.035
N -3.413 5.196 -2.957 -0.170
C -2.032 4.599 -3.495 -0.067
C -2.049 3.091 -3.142 -0.136
C -3.016 2.994 -1.939 -0.138
C -3.656 4.354 -1.688 -0.078
C -3.234 6.719 -2.720 -0.091
C -4.055 7.192 -1.509 -0.231
C -4.157 8.775 -1.431 -0.051
H -9.031 4.607 -5.406 0.091
H -8.599 6.032 -4.509 0.086
H -8.625 4.481 -3.701 0.081
H -6.752 5.396 -5.911 0.124
H -6.745 3.819 -5.239 0.113
H -6.312 4.932 -2.972 0.100
H -6.258 6.370 -3.633 0.118
H -3.986 5.493 -5.029 0.132
H -4.281 3.953 -4.424 0.120
H -1.176 5.095 -3.038 0.115
H -1.966 4.659 -4.581 0.130
H -1.068 2.832 -2.744 0.094
H -2.297 2.421 -3.966 0.119
H -2.542 2.603 -1.039 0.091
H -3.703 2.209 -2.257 0.109
H -3.122 4.802 -0.850 0.108
H -4.729 4.461 -1.529 0.127
H -3.636 7.254 -3.580 0.140
H -2.168 6.821 -2.515 0.122
H -3.671 6.881 -0.537 0.093
H -5.059 6.780 -1.614 0.096
H -3.252 9.313 -1.710 0.082
H -4.374 9.042 -0.397 0.079
H -5.058 8.925 -2.026 0.081
C 0.789 -1.956 -4.304 -0.095
C 1.875 -0.892 -4.280 -0.241
C 3.217 -1.170 -3.512 -0.114
C 3.077 -1.236 -1.939 -0.110
N 4.251 -1.707 -1.061 -0.150
C 5.450 -0.683 -1.310 -0.049
C 6.027 -0.594 0.116 -0.165
C 4.858 -0.486 1.046 -0.153
C 3.940 -1.567 0.474 -0.058
C 4.703 -3.189 -1.396 -0.076
C 3.525 -4.166 -1.455 -0.219
C 3.914 -5.700 -1.267 -0.049
H -0.169 -1.579 -4.663 0.077
H 0.674 -2.436 -3.331 0.052
H 1.217 -2.705 -4.970 0.083
H 1.399 0.035 -3.957 0.078
H 2.092 -0.664 -5.323 0.115
H 3.892 -0.330 -3.676 0.098
H 3.607 -2.101 -3.923 0.112
H 2.307 -1.931 -1.604 0.099
H 2.738 -0.269 -1.568 0.123
H 6.124 -1.025 -2.095 0.137
H 5.089 0.255 -1.733 0.115
H 6.758 -1.375 0.326 0.132
H 6.637 0.308 0.067 0.122
H 5.078 -0.573 2.110 0.123
H 4.500 0.543 1.023 0.098
H 4.083 -2.550 0.923 0.130
H 2.900 -1.247 0.525 0.115
H 5.465 -3.565 -0.713 0.137
H 5.088 -3.116 -2.413 0.128
H 2.971 -4.016 -2.381 0.095
H 2.735 -3.948 -0.737 0.081
H 3.073 -6.389 -1.191 0.054
H 4.568 -5.870 -0.412 0.069
H 4.635 -5.975 -2.037 0.084
C -3.692 -0.525 5.917 -0.067
C -2.118 -0.531 5.997 -0.247
C -1.396 0.749 5.715 -0.191
C -1.367 1.142 4.211 -0.104
N -0.731 2.479 3.883 -0.162
C -1.581 3.702 4.341 -0.082
C -2.394 4.254 3.249 -0.138
C -2.270 3.220 2.051 -0.115
C -0.859 2.643 2.306 -0.079
C 0.797 2.528 4.254 -0.072
C 1.742 1.358 3.796 -0.193
C 3.141 1.574 4.377 -0.088
H -4.126 0.406 6.280 0.082
H -4.172 -1.392 6.371 0.083
H -3.989 -0.520 4.868 0.043
H -1.515 -1.267 5.464 0.095
H -2.078 -0.899 7.023 0.114
H -0.398 0.789 6.150 0.115
H -1.995 1.451 6.295 0.113
H -2.400 1.185 3.865 0.129
H -0.877 0.335 3.667 0.125
H -0.840 4.490 4.479 0.133
H -2.062 3.533 5.304 0.143
H -2.082 5.263 2.980 0.122
H -3.477 4.335 3.336 0.127
H -2.375 3.706 1.081 0.093
H -2.963 2.379 2.083 0.110
H -0.212 3.492 2.084 0.117
H -0.554 1.743 1.774 0.102
H 0.724 2.601 5.339 0.134
H 1.120 3.418 3.714 0.112
H 1.734 1.453 2.710 0.093
H 1.405 0.368 4.102 0.106
H 3.966 1.237 3.750 0.057
H 3.288 0.960 5.266 0.087
H 3.516 2.564 4.635 0.078
C 1.026 -9.798 -0.018 -0.055
C 0.575 -9.360 1.463 -0.234
C 0.969 -7.976 1.834 -0.229
C 0.431 -7.710 3.221 -0.056
N 1.358 -6.771 4.122 -0.202
C 0.882 -6.584 5.561 -0.123
C 2.004 -6.188 6.544 -0.133
C 3.208 -6.911 5.975 -0.091
C 2.785 -7.261 4.443 -0.036
C 1.442 -5.401 3.429 -0.123
C 0.141 -4.532 3.157 -0.173
C 0.480 -3.606 1.927 -0.067
H 2.091 -9.611 -0.152 0.069
H 0.407 -9.335 -0.786 0.061
H 0.879 -10.873 -0.132 0.078
H 0.977 -10.052 2.204 0.118
H -0.514 -9.404 1.445 0.117
H 0.656 -7.241 1.093 0.109
H 2.053 -8.043 1.921 0.119
H 0.495 -8.664 3.745 0.134
H -0.503 -7.149 3.235 0.126
H -0.049 -6.019 5.609 0.129
H 0.339 -7.473 5.882 0.138
H 2.099 -5.103 6.495 0.110
H 1.704 -6.434 7.562 0.134
H 4.086 -6.279 5.841 0.111
H 3.557 -7.766 6.554 0.127
H 3.348 -6.840 3.610 0.121
H 2.559 -8.316 4.293 0.128
H 1.844 -5.576 2.430 0.103
H 2.151 -4.762 3.955 0.135
H 0.082 -3.951 4.078 0.093
H -0.799 -5.077 3.067 0.101
H -0.120 -2.697 1.964 0.058
H 0.208 -4.169 1.034 0.048
H 1.543 -3.403 1.799 0.061
```



(2)
Formula: C9H60FNO21SSi2
Source: the OMol25 dataset
Level of theory: wB97M-V/def2-TZVPD

Multiplicity = 1
Total charge = 0
Strongest force on any atom = 2.1 eV Å⁻¹
Frontier orbital gap = 8.350 eV
Total energy = -84105.135 eV

```
95
Properties=species:S:1:pos:R:3:lowdin_charge:R:1
C -3.748 -0.957 2.806 -0.055
C -4.088 -1.288 1.561 -0.163
Si -2.986 -0.692 0.190 0.313
O -2.225 0.692 0.766 -0.147
C -3.995 -0.171 -1.323 -0.196
C -4.778 1.110 -0.947 -0.355
C -4.133 2.382 -1.467 -0.541
S -4.802 3.742 -0.425 0.711
O -1.936 -1.865 -0.335 -0.264
Si -0.556 -2.132 0.612 0.575
C 0.157 -3.775 0.021 -0.334
N 1.014 -4.423 1.049 -0.042
C 0.611 -0.681 0.295 -0.250
C 2.093 -0.959 0.597 -0.231
C 2.791 0.384 0.477 -0.219
F 4.180 0.243 0.394 -0.064
H -3.783 -1.654 3.631 0.055
H -3.399 0.047 2.995 0.044
H -4.964 -1.868 1.306 0.051
H -1.715 1.117 0.062 0.044
H -3.266 0.090 -2.096 0.076
H -4.645 -0.968 -1.663 0.070
H -5.819 1.061 -1.250 0.108
H -4.802 1.187 0.143 0.063
H -3.055 2.386 -1.355 0.055
H -4.426 2.574 -2.493 0.072
H -4.081 4.831 -0.755 -0.159
H -0.870 -2.286 2.047 0.028
H -0.701 -4.428 -0.147 0.064
H 0.660 -3.679 -0.944 0.076
H 1.803 -4.795 0.531 0.041
H 1.401 -3.727 1.680 0.025
H 0.545 -0.423 -0.763 0.090
H 0.357 0.204 0.877 0.057
H 2.252 -1.288 1.619 0.074
H 2.524 -1.658 -0.113 0.098
H 2.384 0.896 -0.394 0.118
H 2.511 0.993 1.329 0.094
O 4.617 -0.667 -2.599 -0.045
H 5.558 -0.878 -2.625 0.042
H 4.482 -0.330 -1.704 0.010
O 4.066 -3.796 -0.386 -0.059
H 4.624 -3.777 0.403 -0.005
H 4.540 -3.250 -1.023 0.032
O -4.568 6.862 1.207 -0.062
H -5.146 6.523 0.513 0.020
H -4.104 6.080 1.531 0.038
O 5.681 -2.241 -5.317 -0.058
H 6.354 -1.585 -5.549 -0.009
H 5.396 -1.971 -4.437 -0.002
O 6.789 0.376 -6.075 -0.071
H 7.133 1.193 -5.704 0.033
H 5.857 0.566 -6.227 0.027
O 5.173 2.231 -5.030 -0.046
H 4.809 2.032 -4.159 0.048
H 5.070 3.185 -5.123 0.054
O -3.097 -0.261 5.558 -0.061
H -2.348 0.300 5.331 0.037
H -3.397 0.077 6.409 0.044
O -3.325 9.923 1.643 -0.070
H -3.902 9.582 0.952 0.020
H -2.864 9.138 1.963 0.009
O -6.964 8.023 3.151 -0.064
H -6.221 7.784 2.583 -0.007
H -7.133 8.949 2.946 0.032
O 5.151 -2.612 2.074 -0.039
H 4.792 -2.782 2.953 0.058
H 5.052 -1.661 1.953 0.031
O -0.267 2.834 1.646 -0.054
H -0.943 2.415 2.192 0.032
H -0.692 2.928 0.787 0.022
O -1.047 7.678 0.915 -0.058
H -1.267 7.921 0.009 0.039
H -0.352 8.298 1.163 0.042
O 7.115 -5.420 0.485 -0.058
H 6.879 -4.699 1.081 0.016
H 6.274 -5.698 0.104 0.028
O -5.417 -3.542 -0.340 -0.069
H -5.895 -3.754 -1.148 0.019
H -4.774 -4.258 -0.259 0.013
O -4.881 -5.155 -2.802 -0.045
H -5.469 -5.053 -3.559 0.045
H -4.145 -5.677 -3.140 0.050
O 1.661 -1.590 3.810 -0.067
H 1.309 -1.767 4.689 0.047
H 1.611 -0.629 3.726 0.014
O 3.286 0.995 3.679 -0.045
H 4.014 0.792 3.081 0.035
H 3.122 1.935 3.543 0.055
O -4.863 -6.346 0.637 -0.055
H -5.413 -6.227 1.420 0.047
H -5.495 -6.383 -0.091 0.031
O 9.390 -2.158 -5.037 -0.062
H 8.751 -2.561 -4.439 0.027
H 8.925 -2.115 -5.880 0.030
```